{"formula": "C3H4N2S", "method": "ωB97M-V/def2-TZVPD", "species": ["C", "C", "C", "H", "H", "H", "H", "N", "N", "S"], "coordinates": [[-0.039, 0.245, -0.221], [-1.307, -0.342, -0.289], [-2.468, -0.728, -0.018], [2.566, 0.927, 0.586], [0.838, -1.868, -0.549], [0.000, 2.206, -0.038], [-3.667, -0.603, 0.360], [0.908, -0.722, 0.366], [0.548, 1.400, -0.052], [2.623, -0.513, -0.145]], "forces_ev_per_angstrom": [[4.9904, 1.1389, 2.9475], [-5.9155, -0.6019, 0.8704], [0.0594, 2.3932, 0.3422], [0.5711, -3.1870, -1.7894], [-0.2841, 3.6141, 3.4399], [-1.5272, 1.4926, -0.4750], [4.2463, -0.9288, -1.5254], [0.2925, -5.2722, -5.4308], [-1.3864, -2.3439, -0.9192], [-1.0466, 3.6951, 2.5398]], "homo_energy_ev": -8.68, "total_charge": 0}

=====

{"formula": "C3H4N2S", "method": "ωB97M-V/def2-TZVPD", "species": ["C", "C", "C", "N", "N", "S", "H", "H", "H", "H"], "coordinates": [[-2.102, -1.066, 0.540], [-0.032, -0.228, -0.002], [1.482, -0.195, -0.017], [-0.904, -1.184, 0.486], [-0.914, 0.813, -0.349], [-2.562, 0.740, -0.141], [1.692, 0.823, -0.214], [1.930, -0.899, -0.705], [1.885, -0.485, 1.045], [-0.474, 1.681, -0.641]], "forces_ev_per_angstrom": [[3.2710, 2.5413, -1.2333], [-1.8062, 2.0858, -0.3376], [-1.4567, -0.8132, 2.3726], [-3.7277, -0.7639, 0.3734], [4.4192, -1.6368, 0.4744], [-0.4475, -3.2409, 1.2508], [0.8688, 0.9639, -0.3938], [-0.0574, -0.2105, -0.4870], [-0.8899, 0.5079, -1.6775], [-0.1738, 0.5663, -0.3421]], "homo_energy_ev": [-21.61, -21.61], "total_charge": 2}

=====

{"formula": "C3H4N2S3", "method": "ωB97M-V/def2-TZVPD", "species": ["S", "C", "C", "S", "C", "N", "S", "N", "H", "H", "H", "H"], "coordinates": [[-1.109, 2.877, -0.363], [-0.318, 1.552, -0.008], [1.018, 1.370, 0.788], [1.646, -0.314, 0.693], [0.154, -0.633, -0.275], [-0.144, -1.855, -0.685], [-1.727, -2.255, -1.308], [-0.721, 0.314, -0.371], [0.866, 1.589, 1.876], [1.787, 2.286, 0.462], [0.779, -2.528, -0.917], [-2.231, -2.402, 0.109]], "forces_ev_per_angstrom": [[-0.4034, 1.6077, -0.0186], [1.9082, -2.2434, 1.2089], [1.7478, 4.2307, 0.5780], [-0.8740, 0.3576, -1.2532], [-0.3633, 1.2598, 1.0821], [3.1602, -3.7397, -1.8397], [0.2894, -0.2467, 3.3681], [-0.3743, -0.7295, -0.9338], [-0.1825, -0.1222, -0.8925], [-1.7376, -2.7486, 0.6128], [-3.7309, 2.2243, 0.9639], [0.5602, 0.1498, -2.8761]], "homo_energy_ev": -8.46, "smiles": "S=C1CSC(NS)=N1", "total_charge": 0}

=====

{"formula": "C3H4N3", "method": "ωB97M-V/def2-TZVPD", "species": ["C", "C", "C", "N", "N", "N", "H", "H", "H", "H"], "coordinates": [[1.154, 0.549, 0.032], [-0.113, 0.995, -0.011], [1.122, -0.976, -0.008], [-0.029, -1.468, 0.004], [-2.227, -0.066, 0.036], [-1.040, 0.001, 0.003], [1.949, 1.235, 0.103], [-0.290, 2.102, -0.087], [2.109, -1.427, -0.024], [-2.634, -0.946, -0.049]], "forces_ev_per_angstrom": [[-2.7041, -1.1602, -0.1927], [1.7397, 3.3986, 0.1054], [0.5855, 2.4263, 0.2886], [-1.2449, 0.5378, -0.2128], [0.3028, 3.5765, -0.0803], [1.7667, -3.8803, -0.1427], [1.2060, 0.2186, -0.0756], [-0.6196, -1.4380, 0.2271], [-0.4890, -0.9921, 0.0267], [-0.5431, -2.6872, 0.0563]], "homo_energy_ev": -16.22, "total_charge": 1}

=====

{"formula": "C3H4N3", "method": "ωB97M-V/def2-TZVPD", "species": ["C", "N", "C", "C", "N", "N", "H", "H", "H", "H"], "coordinates": [[-0.524, -0.465, -0.886], [0.174, -0.382, 0.437], [1.451, -0.380, 0.723], [1.971, -0.252, 1.970], [0.870, -0.370, 2.622], [-0.399, -0.405, 1.554], [-0.851, 0.480, -1.276], [-1.448, -0.925, -0.680], [0.153, -0.862, -1.683], [2.951, -0.422, 2.345]], "forces_ev_per_angstrom": [[1.1611, 0.4286, -0.6663], [0.4801, 0.8710, -2.3985], [0.1178, -0.5611, -0.6334], [0.6559, -0.2332, -0.0466], [-3.3598, -0.1143, -1.7199], [1.3202, -0.1168, 3.5596], [0.3991, 1.1143, 0.4765], [-0.8098, -1.4777, 0.0210], [-0.6484, -0.3333, 1.1392], [0.6838, 0.4224, 0.2684]], "homo_energy_ev": [-15.87, -15.88], "smiles": "C[N+]1=C=CN=N1", "total_charge": 1}

=====

{"formula": "C3H4N3", "method": "ωB97M-V/def2-TZVPD", "species": ["C", "C", "C", "N", "N", "N", "H", "H", "H", "H"], "coordinates": [[-1.064, 0.013, -0.040], [0.200, -0.150, 0.315], [1.146, -0.168, 1.388], [-1.665, 0.214, -1.192], [0.316, 0.033, -1.301], [-0.638, -0.078, -1.987], [-2.378, 0.435, -2.215], [0.984, 0.776, 2.013], [2.071, -0.119, 0.817], [1.028, -0.955, 2.201]], "forces_ev_per_angstrom": [[-5.4212, 1.1002, 6.6748], [-2.9135, 0.1926, -5.1565], [0.1684, 1.3002, 1.8708], [-3.1699, -0.3894, -5.4701], [7.3560, -1.7786, 0.8392], [1.8448, 0.9290, -2.1744], [0.5738, -0.5306, 5.3460], [0.5209, -0.8592, -1.0979], [0.7579, -0.2432, 0.9310], [0.2829, 0.2790, -1.7628]], "s_squared": 2.014, "homo_energy_ev": [-14.88, -15.58], "spin_multiplicity": 3, "total_charge": 1}

=====

{"formula": "C3H4N3", "method": "ωB97M-V/def2-TZVPD", "species": ["C", "C", "C", "N", "N", "N", "H", "H", "H", "H"], "coordinates": [[-0.841, 1.273, 0.338], [0.377, -0.728, 0.363], [0.997, -0.715, -0.693], [-0.923, 1.214, -0.815], [-1.147, 0.584, 1.455], [-0.311, -0.524, 1.506], [0.832, -0.373, -1.760], [2.050, -0.972, -0.706], [-0.448, 1.643, -1.714], [-0.586, -1.404, 2.025]], "forces_ev_per_angstrom": [[-1.6048, -2.7849, 2.8632], [-1.3650, -1.1914, 4.4158], [3.4404, 0.4427, -5.4281], [1.4152, 3.2616, -4.7524], [0.8464, 0.1032, 0.0185], [-1.0041, 0.2500, -0.8028], [-0.7165, 0.0351, 1.1138], [0.4990, -0.9679, 0.1610], [-1.5099, -1.0202, 2.4053], [-0.0006, 1.8717, 0.0057]], "s_squared": 2.013, "homo_energy_ev": [-12.44, -15.76], "spin_multiplicity": 3, "total_charge": 1}

=====

{"formula": "C3H4N3O", "method": "ωB97M-V/def2-TZVPD", "species": ["C", "C", "C", "N", "N", "N", "O", "H", "H", "H", "H"], "coordinates": [[-0.224, -0.290, -0.722], [0.287, 0.766, 2.012], [-1.023, -0.205, -1.851], [1.436, -0.801, 0.925], [0.683, -0.614, -0.046], [1.381, 0.072, 2.043], [-0.671, 1.357, 1.773], [-1.319, -1.127, -2.328], [-0.699, 0.571, -2.671], [-2.049, 0.158, -1.693], [2.199, 0.116, 2.557]], "forces_ev_per_angstrom": [[2.1666, -1.7107, 0.7868], [1.1601, 0.7248, 0.9476], [-2.2323, 3.0013, -3.6596], [2.8415, -2.8773, 0.3166], [-2.5069, 2.2653, -0.0612], [-5.3905, 1.5640, -2.7621], [1.2131, -1.1453, 0.3895], [0.7708, -0.8086, 0.0356], [0.0360, -1.6128, 1.5132], [0.2092, 0.1770, 0.8450], [1.7324, 0.4224, 1.6485]], "homo_energy_ev": -13.42, "total_charge": 1}

=====

{"formula": "C3H4N3O2", "method": "ωB97M-V/def2-TZVPD", "species": ["O", "C", "N", "C", "N", "C", "O", "N", "H", "H", "H", "H"], "coordinates": [[2.423, -0.935, -0.163], [1.371, -0.424, 0.039], [1.160, 1.013, 0.105], [-0.075, 1.522, -0.042], [-1.152, 0.751, 0.103], [-1.036, -0.550, 0.132], [-2.040, -1.313, -0.060], [0.228, -1.176, 0.204], [1.821, 1.698, -0.130], [-0.135, 2.578, -0.115], [-2.809, -0.913, -0.420], [0.243, -2.251, 0.347]], "forces_ev_per_angstrom": [[0.0560, 0.5722, 0.1961], [1.6392, -0.0283, -0.0831], [-2.6979, -0.9798, -0.7616], [-0.2080, -3.0013, 1.9459], [-0.0360, 1.8526, -0.9315], [2.7719, -0.2276, -0.6539], [1.2715, -2.1019, 0.8817], [-3.6086, -0.8610, 0.7998], [2.2023, 0.2540, -0.1926], [-0.4130, 0.8362, -0.2716], [-1.4262, 1.2062, -0.3022], [0.4487, 2.4788, -0.6271]], "homo_energy_ev": -15.90, "smiles": "O=c1[nH]cnc(O)[nH+]1", "total_charge": 1}

=====

{"formula": "C3H4N3O2S", "method": "ωB97M-V/def2-TZVPD", "species": ["C", "C", "C", "N", "N", "N", "O", "O", "S", "H", "H", "H", "H"], "coordinates": [[2.001, 0.801, -1.357], [0.542, 0.655, 0.077], [-1.488, -1.238, 0.112], [1.499, -0.095, -0.500], [1.399, 1.984, -1.312], [0.446, 1.889, -0.380], [-2.005, 0.956, 2.358], [0.272, -1.069, 2.063], [-0.506, -0.180, 1.230], [2.813, 0.581, -2.024], [-1.979, -0.596, -0.607], [-0.781, -1.907, -0.366], [-2.214, -1.782, 0.704]], "forces_ev_per_angstrom": [[-0.1662, -0.3169, 0.2494], [0.1221, -0.4460, 0.0079], [0.2724, 0.6105, 0.4362], [0.0572, -0.3548, 0.0509], [0.2011, 0.5261, -0.3657], [-0.7124, 0.4210, 0.4396], [3.1018, -2.2800, -2.5885], [0.2977, -0.1969, 0.4361], [-3.3967, 1.8630, 1.4097], [0.1705, -0.0086, -0.1357], [-0.0749, 0.1300, -0.1148], [0.1640, 0.0207, -0.0398], [-0.0365, 0.0319, 0.2148]], "homo_energy_ev": [-5.49, -5.45], "total_charge": -1}

=====

{"formula": "C3H4N3O3", "method": "ωB97M-V/def2-TZVPD", "species": ["C", "C", "C", "N", "N", "N", "O", "O", "O", "H", "H", "H", "H"], "coordinates": [[-0.867, 1.152, -0.096], [-1.518, -1.199, 0.026], [0.908, -0.653, -0.077], [-2.317, 1.251, 0.076], [-0.578, -0.233, -0.074], [-2.968, 0.154, -0.021], [-0.025, 1.960, -0.149], [-1.934, -2.257, 0.241], [-4.168, 0.128, -0.115], [1.481, -0.203, 0.731], [0.930, -1.716, 0.037], [1.454, -0.407, -1.039], [-2.901, 2.096, 0.050]], "forces_ev_per_angstrom": [[-1.6129, -1.4313, 0.7042], [-0.7834, 0.8163, 0.7839], [0.3114, 0.4529, -1.1685], [0.7572, 2.6396, -0.3191], [1.1535, -2.4396, -0.1734], [-1.2508, -2.0230, -0.5320], [-0.4126, 0.8046, -0.1323], [1.3134, 1.4079, -0.7213], [1.7678, 0.0183, 0.3738], [-0.5746, 0.2430, 0.1672], [-0.1309, -0.6338, 0.1097], [-1.2293, -0.0307, 0.9317], [0.6912, 0.1759, -0.0239]], "homo_energy_ev": -16.06, "total_charge": 1}

=====

{"formula": "C3H4N4", "method": "ωB97M-V/def2-TZVPD", "species": ["H", "N", "C", "N", "C", "N", "N", "C", "H", "H", "H"], "coordinates": [[-2.352, -1.382, -0.328], [-2.620, -0.282, 0.076], [-1.581, 0.431, 0.003], [-0.180, 0.110, -0.134], [0.670, 1.186, 0.067], [1.889, 0.505, -0.014], [1.750, -0.852, 0.037], [0.524, -1.073, -0.046], [-1.536, 1.520, -0.035], [0.268, 2.309, 0.070], [0.058, -2.084, 0.395]], "forces_ev_per_angstrom": [[-0.8325, 3.7382, 2.0665], [1.4310, -3.3220, -2.2884], [0.8384, -0.5499, -0.3999], [-2.9661, 0.6658, 1.2259], [2.5515, -3.5434, -1.9918], [0.2211, 4.0903, 1.2148], [2.2788, 1.9736, -0.3336], [-4.7587, -2.5918, 1.7958], [-1.2653, -0.0120, 0.6555], [1.7189, -2.8530, -0.0757], [0.7830, 2.4044, -1.8691]], "homo_energy_ev": -9.92, "smiles": "[H]/N=C\\n1cnnc1", "total_charge": 0}

=====

For the records above, the corresponding ΔE to the lowest compared entry with this formula, charge and spin values read 176.1 12.1 36.8 44.1 119.4 141.7 89.1 76.3 0.0 110.2 0.0 96.9 kcal/mol.
For the records above, the corresponding maximum force values read 7.6 4.7 5.2 4.3 3.8 8.7 6.4 6.3 3.8 4.6 2.8 5.7 eV/A.